1.
Computed, not measured: a structure of composition C46H58AlN7P2S2Si in a non-equilibrium geometry, with the ωB97M-V functional and the def2-TZVPD basis.

Results
E_LUMO = 0.57 eV
molar mass = 890.2 Da
HOMO = -0.258 hartree
E = -4182.1591 hartree

```
117
Properties=species:S:1:pos:R:3:mulliken_charge:R:1
H -5.02 1.77 -2.52 0.43
C -3.70 2.85 1.50 -0.21
C 6.32 0.31 -0.53 -0.70
H -1.53 -3.56 3.03 0.32
H -1.29 4.74 3.82 0.41
C 0.49 0.41 -5.07 -0.83
H -0.60 -5.86 -3.95 0.46
C -2.53 -1.37 -1.44 -0.24
P 1.79 0.61 -1.19 1.96
C 3.59 0.45 -0.89 0.88
H 2.07 0.56 1.66 -0.45
S 0.63 -2.68 1.91 -0.76
Al -0.64 0.61 0.61 -2.84
H 0.90 4.82 4.22 0.30
H 1.94 0.16 3.35 0.53
C 4.33 -0.52 -1.53 -0.14
C -0.39 -5.18 -3.16 -0.81
H 5.60 -2.71 1.76 0.44
N -2.03 1.83 -0.03 2.12
H -4.26 1.93 1.43 0.30
C 2.60 1.51 -5.12 -0.80
H 3.35 -1.77 1.76 0.19
H 0.02 -4.95 0.19 0.50
H -2.96 -3.04 3.89 0.37
C -2.45 2.84 0.88 -0.07
H -5.21 3.86 2.67 0.33
H -1.80 3.59 5.13 0.22
H -0.40 -0.01 -5.52 0.46
H 4.86 -4.87 -1.85 0.45
C 1.79 0.64 -3.01 1.05
C 5.62 1.36 0.01 -0.92
N -3.07 -3.02 1.72 0.01
H -1.53 0.86 4.28 0.63
H -2.84 1.72 -3.91 0.56
C -1.73 4.08 0.91 -0.02
C -3.11 3.90 -1.88 -1.32
H -2.96 -0.94 3.31 0.60
C 1.03 3.79 4.57 -0.57
C 2.30 0.94 2.66 -1.21
H -3.67 4.48 -1.15 0.27
H -0.55 -6.55 -1.51 0.39
H -4.15 -4.69 1.15 0.43
C 0.78 -0.53 -0.34 -0.35
C 4.94 -2.97 0.95 -0.72
C 5.39 -3.89 0.00 -0.70
N -0.13 3.01 4.09 0.13
C 0.04 -3.91 -3.55 -0.79
C 2.79 1.25 -3.77 -0.74
H 1.05 3.80 5.65 0.38
H -2.59 1.38 2.96 -0.26
H -2.91 -4.12 -1.34 0.19
C -3.36 -3.49 -0.54 -0.63
Si -2.91 2.11 -1.52 0.90
N -1.97 -0.86 1.44 0.65
C -3.56 5.17 2.03 -0.78
H -2.01 0.33 -3.10 0.12
C 5.69 -0.67 -1.29 -0.74
H -2.01 -0.49 -1.19 -1.16
C 0.06 -4.62 -0.85 -1.07
H 3.40 1.10 2.78 0.54
H -1.94 -1.87 -2.19 0.12
H 6.38 -4.33 0.14 0.38
H 3.69 1.64 -3.27 0.41
C 0.43 -3.32 -1.21 0.76
H 1.22 1.28 -6.84 0.40
H -0.76 4.14 0.43 0.32
H 3.37 2.01 -5.69 0.41
H -2.10 3.15 3.44 0.09
H 2.69 -3.89 -1.94 0.32
C 0.28 2.14 3.11 -0.10
H 3.60 2.15 0.35 0.36
H 2.72 2.48 4.77 0.37
H -3.50 -1.14 -1.87 0.84
P 1.09 -2.19 0.08 2.17
N -2.65 -2.25 -0.31 0.77
H -1.79 6.21 1.32 0.36
H 0.77 -2.02 -2.87 0.44
H 2.97 3.68 3.51 0.39
C -2.60 -3.53 2.99 -1.11
C 1.41 1.10 -5.78 -0.58
C -2.12 1.42 -3.10 -1.00
S 1.09 2.41 -0.60 -0.84
H -5.34 1.99 -0.79 0.35
C -2.51 -1.97 1.02 -0.02
C 4.56 -4.18 -1.07 -0.98
C 0.66 0.21 -3.68 -0.15
H -1.20 -1.26 3.38 0.31
H -2.47 -4.80 0.79 0.46
H -3.62 3.91 -2.86 0.39
H 6.16 2.16 0.51 0.43
C -0.35 -5.52 -1.80 -0.77
H -4.77 0.42 -1.31 0.27
C 2.80 -2.75 -0.13 0.68
C 2.21 3.04 3.98 -0.72
H -3.98 6.02 2.57 0.38
C 3.69 -2.40 0.93 -0.41
C -1.98 -0.66 2.87 -1.24
C 0.43 -2.98 -2.55 -0.77
C -4.24 3.96 2.13 -0.86
C 3.31 -3.59 -1.12 -0.05
H -2.93 -4.55 3.08 0.45
C -3.29 -4.13 0.79 -0.96
H -1.22 1.87 -3.42 0.36
N -0.49 1.23 2.53 1.08
H -4.39 -3.29 -0.83 0.47
C -4.67 1.50 -1.52 -1.31
H 7.39 0.22 -0.42 0.41
H 3.80 -1.24 -2.14 0.61
C 4.24 1.41 -0.13 -0.74
H -2.11 4.32 -2.01 0.22
H -0.11 -0.31 -3.17 -0.27
H 0.22 -3.73 -4.58 0.47
C -2.31 5.24 1.42 -0.85
C -1.68 0.78 3.19 -0.70
H 6.25 -1.51 -1.72 0.41
N 1.64 2.19 2.96 0.65
C -1.41 3.66 4.09 -0.59
```


2.
Computed, not measured: a structure of composition C30H50BCl3N2O2P2S2Ti in a non-equilibrium geometry, with the ωB97M-V functional and the def2-TZVPD basis.

Results
energy above the lowest of the compared OMol25 structures with the same formula, charge and spin = 24.17 kcal per mole
E_LUMO = -0.25 eV
molar mass = 761.9 Da
HOMO = -0.270 hartree
E = -5167.2713 hartree

```
93
Properties=species:S:1:pos:R:3:mulliken_charge:R:1
H 2.33 4.05 1.28 0.78
C -3.09 4.43 0.32 -1.90
S -2.31 1.33 -1.30 -0.52
C 2.56 -4.78 0.98 -1.77
H -0.46 3.04 3.82 0.37
P -1.15 2.74 1.47 1.78
B 0.21 0.17 2.13 0.79
C 0.45 0.56 4.42 0.27
H 2.53 -2.30 2.78 0.40
Cl -2.75 -0.70 1.56 -0.08
H 0.94 -2.95 2.42 0.68
H 4.65 0.47 1.11 0.73
H 3.62 -3.92 -1.36 0.34
C 4.08 -0.97 -1.02 -1.62
H -2.96 3.86 3.75 0.29
H 0.31 -5.20 -0.41 0.57
C 0.41 -4.15 -0.12 -1.95
H 2.90 0.63 0.92 0.64
H 0.53 1.14 -4.83 0.32
H 1.72 0.28 -3.86 0.44
C 1.91 -3.81 -0.01 1.94
H -2.13 -0.52 -4.24 0.31
C 3.72 -1.35 0.42 2.24
H 0.07 3.77 -0.97 0.05
H -4.88 2.94 1.70 0.65
H 2.15 -3.29 -2.12 0.31
H 1.03 5.83 2.00 0.50
C 0.65 0.40 -4.04 -1.73
C 1.12 -0.63 4.13 0.73
H 2.29 -5.80 0.69 0.53
C 1.60 -2.10 2.24 -1.73
C 0.19 4.04 1.21 1.75
H 1.03 0.71 7.73 0.40
H 2.26 -2.28 4.91 0.50
C -2.24 -1.67 -0.99 -0.32
H -1.89 2.03 3.66 0.69
H 3.56 -0.23 2.31 0.18
C -0.91 2.24 3.22 -2.04
Cl -4.89 -1.31 -0.32 -0.08
H 5.72 -1.69 1.12 0.47
H -4.06 4.83 2.79 0.55
C 0.16 4.56 -0.24 -1.62
H -3.79 1.82 2.49 0.26
H 5.06 -0.47 -1.02 0.54
H 2.21 -1.39 7.22 0.41
H -2.55 5.37 0.38 0.31
H 1.10 5.09 -0.43 0.49
H 0.27 -0.55 -4.42 0.35
C -2.84 3.57 1.57 1.96
C -3.28 -1.76 0.19 0.91
H -0.08 -3.54 -0.88 0.22
C -0.08 0.82 -2.79 0.54
C -2.24 0.54 -3.98 -1.83
H -2.82 3.92 -0.60 0.22
C 1.72 -0.84 6.43 -0.88
H -2.37 5.28 2.89 0.28
H 4.15 -1.84 -1.67 0.32
C 0.12 5.24 2.14 -1.95
H -0.65 5.27 -0.40 0.39
C 1.53 3.33 1.45 -1.89
C 4.80 -2.26 1.00 -1.84
H 2.20 -4.64 2.01 0.25
H 1.69 2.49 0.78 0.03
O -1.02 -1.33 -0.56 -0.10
Ti -0.59 0.34 0.10 -0.31
H -0.12 -4.02 0.82 0.35
H 2.30 -5.01 -1.75 0.52
C 1.75 -1.35 5.13 -0.89
C -3.90 2.46 1.62 -1.74
H -0.12 1.98 5.94 0.49
H 1.63 2.96 2.48 0.13
H 0.08 4.97 3.20 0.26
C -3.04 4.43 2.82 -1.79
N 1.00 -0.89 2.76 1.11
H -3.91 1.83 0.73 0.16
C -1.43 0.87 -2.75 1.13
H -1.92 1.13 -4.84 0.41
H 3.35 -0.28 -1.45 0.14
Cl -3.26 -3.44 0.76 -0.13
C 3.69 -0.05 1.24 -2.51
C 0.41 1.06 5.71 -0.73
S 0.92 1.25 -1.39 -0.67
C 1.05 0.35 6.72 -0.89
C 2.53 -4.01 -1.39 -2.06
H -4.16 4.66 0.27 0.56
H -3.30 0.72 -3.81 0.45
P 1.95 -1.99 0.43 0.44
O -2.55 -2.03 -2.08 -0.54
H -0.72 5.90 1.92 0.39
H 3.64 -4.72 0.99 0.30
H 4.54 -2.66 1.98 0.27
N -0.09 1.06 3.24 0.96
H 5.02 -3.10 0.34 0.33
```


3.
Computed, not measured: the ion C5H6N with charge +1 in a non-equilibrium geometry, with the ωB97M-V functional and the def2-TZVPD basis.

Results
expectation value of S² = 2.0162
energy above the lowest of the compared OMol25 structures with the same formula, charge and spin = 101.72 kcal per mole
E_LUMO (alpha / beta) = -4.19 / -7.67 eV
molar mass = 80.1 Da
spin multiplicity = 3
total charge = +1
HOMO (alpha / beta) = -0.513 / -0.599 hartree
E = -248.2971 hartree

```
12
Properties=species:S:1:pos:R:3:lowdin_spin:R:1
H 1.77 1.53 -0.90 0.01
H -2.41 -1.06 -0.92 0.02
H -2.76 -0.90 0.83 0.02
C -2.05 0.85 0.01 1.31
C -2.16 -0.64 -0.03 0.22
H 1.47 -0.84 -1.05 0.01
C 0.30 0.23 0.10 0.19
H 1.88 -1.10 0.89 0.01
N -0.94 0.09 0.16 0.17
C 1.50 -0.58 -0.06 0.02
C 1.56 0.95 0.03 0.02
H 1.84 1.48 0.95 0.01
```


4.
Computed, not measured: a structure of composition C46H41N10O4S2Sr in a non-equilibrium geometry, with the ωB97M-V functional and the def2-TZVPD basis.

Results
energy above the lowest of the compared OMol25 structures with the same formula, charge and spin = 3.71 kcal per mole
E_LUMO (alpha / beta) = 1.34 / 1.34 eV
molar mass = 949.7 Da
total charge = -1
HOMO (alpha / beta) = -0.133 / -0.133 hartree
E = -3453.5104 hartree

```
104
Properties=species:S:1:pos:R:3:mulliken_charge:R:1
C -1.43 1.81 -4.39 -1.25
H 5.47 1.89 -1.64 0.38
H -0.39 4.28 -3.97 0.50
C 3.39 -1.21 3.39 0.05
H -2.29 1.51 2.40 0.14
H -2.70 3.11 4.47 0.47
H -2.56 0.26 -5.39 0.53
O 0.40 2.24 1.01 -0.63
H 0.97 -3.14 -5.05 0.58
N -0.51 -2.31 -2.60 -0.43
C -1.68 2.36 2.72 -0.45
H 3.47 0.15 -3.12 0.22
C -1.74 2.68 4.21 -0.59
H -1.91 3.21 2.07 0.48
H 5.88 -1.58 5.62 0.39
O -3.79 1.93 0.14 -0.77
H -2.56 -1.93 7.59 0.40
H -0.85 5.00 -1.63 0.32
H 0.73 3.05 -3.39 0.41
H -0.45 1.35 -4.55 0.30
O -2.98 4.24 -3.62 -0.69
N -3.38 2.98 -1.79 0.20
C 5.48 -1.74 2.26 -0.09
C 0.03 4.39 -1.86 -1.15
C -5.07 -2.23 -0.97 -0.15
O 0.03 0.95 -2.06 -0.02
C -2.52 0.75 -4.41 -1.36
H -1.63 1.76 4.78 0.14
C -2.94 -2.37 -2.12 0.25
N -0.87 -1.09 2.27 0.11
C 5.36 -1.54 4.67 -0.60
H 0.21 3.74 -1.00 0.00
N 1.31 -1.76 -1.11 -0.28
C -5.68 -2.58 -2.16 -0.68
C 4.12 -1.44 2.22 -0.09
C -1.34 -1.50 5.88 -0.10
H 3.44 1.81 -3.76 0.58
C 4.01 -1.27 4.63 -0.06
C 3.16 -1.38 1.12 -0.33
H 4.95 0.27 -1.09 0.13
C -3.69 -2.13 -0.97 0.08
C 4.29 -2.70 -3.01 0.22
C -1.33 2.59 -3.07 2.67
H 0.40 4.29 2.63 0.35
C -2.62 3.36 -2.87 -0.26
H 0.88 5.06 -1.94 0.49
C -0.31 -1.09 3.51 -0.65
C -3.72 -1.92 4.40 -0.12
C 3.13 -3.31 -5.05 -0.67
H -5.45 -3.12 -4.23 0.40
H 5.19 -2.59 -2.42 0.52
C -0.17 3.60 -3.14 -1.32
C -3.02 2.07 -0.79 -0.49
H 3.44 -1.11 5.54 0.55
H 1.93 0.98 -3.29 -0.40
C -3.71 -2.03 5.77 -0.65
C -0.55 3.63 4.52 -0.66
C -3.55 -2.74 -3.31 0.12
Sr 0.08 -0.05 0.20 1.84
N -1.47 -1.82 -0.44 -0.61
H 7.16 -1.98 3.56 0.40
N 0.98 -1.00 3.82 -0.46
H 1.52 3.44 3.72 0.47
H -4.63 -2.29 6.29 0.40
C 3.05 -2.39 -2.47 0.00
C 4.31 -3.16 -4.32 -0.77
S 0.06 2.01 2.48 0.56
C 2.00 -1.02 2.97 -0.85
H -3.51 1.18 -4.22 0.30
N -1.84 1.38 -0.89 0.08
H -1.59 2.55 -5.18 0.48
C -2.72 -1.80 0.09 0.00
C 0.78 -2.16 -2.27 -0.14
C -2.53 -1.82 6.51 -0.63
H -0.43 -1.36 6.44 0.54
C 0.48 3.50 3.39 -0.80
S 3.06 1.74 -1.36 0.25
C -1.04 1.59 -1.95 0.02
C -1.35 -1.37 4.49 0.08
N 1.95 -1.04 1.60 0.52
H 3.18 -3.67 -6.07 0.39
C 1.89 -3.02 -4.49 -0.14
H 4.97 1.63 0.03 0.34
H -2.34 -0.03 -3.67 0.30
N -3.05 -1.65 1.36 -0.57
H -6.76 -2.66 -2.20 0.40
N 3.51 -1.70 -0.15 -0.29
H -0.11 3.39 5.48 0.29
H -4.25 3.47 -1.65 0.31
H -2.96 -2.92 -4.20 0.54
H 6.02 -1.93 1.34 0.56
C -2.53 -1.57 3.77 0.52
C 4.78 1.35 -1.00 -0.90
H -4.61 -2.09 3.81 0.56
C -4.93 -2.84 -3.32 -0.73
H -0.89 4.67 4.58 0.29
C 2.66 -1.88 -1.13 -0.42
C 1.88 -2.54 -3.19 0.02
C -1.52 -2.15 -1.74 -0.25
C 6.10 -1.77 3.49 -0.63
H -5.63 -2.03 -0.07 0.55
H 5.26 -3.41 -4.79 0.40
C 2.98 1.12 -3.05 -0.35
C -2.17 -1.41 2.36 -0.88
```


5.
Computed, not measured: a structure of composition C56H44AsBiNOPS4, with the ωB97M-V functional and the def2-TZVPD basis.

Results
energy above the lowest of the compared OMol25 structures with the same formula, charge and spin = 0.00 kcal per mole
E_LUMO = 0.31 eV
molar mass = 1190.1 Da
HOMO = -0.254 hartree
E = -6674.8794 hartree

```
109
Properties=species:S:1:pos:R:3:mulliken_charge:R:1
P -0.66 -2.12 2.57 1.23
C -2.00 -4.23 1.38 -0.18
C -0.80 4.07 -4.62 -0.56
S 2.54 1.06 -0.58 -0.50
C 1.20 4.63 -1.74 -0.66
C 0.29 5.03 -0.77 -0.72
H -5.64 4.16 -0.03 0.44
C -3.75 -1.65 -0.17 -1.21
C -0.65 -0.81 -5.84 -0.62
C -3.62 2.23 -1.97 0.24
H 2.86 -5.35 -0.47 0.47
C 0.27 -5.81 -2.61 -1.02
H -0.22 -6.57 -3.20 0.41
C -4.33 -0.94 0.87 -1.03
C -0.18 -4.50 -2.64 -0.34
C -2.53 -1.21 -0.70 0.37
H -4.84 -0.57 6.10 0.39
C 1.91 -1.48 3.64 0.68
C -2.92 -0.11 5.24 -0.71
C -0.83 -3.86 2.04 0.39
C -2.37 0.41 -4.68 -0.99
C -0.01 4.16 0.26 -0.52
C -3.10 -2.60 4.02 -0.16
H 3.79 -1.01 4.53 0.51
H -2.75 -0.98 -6.27 0.44
C -2.14 -5.51 0.86 -1.16
H -3.39 4.15 -1.04 0.57
C -1.91 3.81 -3.83 0.87
C -0.82 5.07 -5.58 -0.82
H -2.48 -1.78 -2.75 0.41
C -5.32 3.32 -0.64 -0.89
H 1.36 -0.42 -5.21 0.45
C -6.18 2.25 -0.84 -0.71
As -1.73 2.36 -2.50 1.98
C -3.66 0.16 1.36 -1.18
H 3.53 -2.59 6.42 0.41
H -0.31 -3.70 4.91 0.40
C -3.08 5.59 -4.97 -0.74
H 0.68 1.13 -3.41 0.04
H -0.15 6.02 -0.80 0.42
H 0.90 -6.74 1.66 0.45
H 2.55 3.10 -2.38 0.45
S -0.05 1.85 1.65 -0.18
C 1.59 -3.26 5.78 -0.77
H -0.70 4.47 1.04 0.51
C 2.75 -2.50 5.67 -0.63
H -1.05 0.09 4.21 0.39
C -3.06 4.57 -4.02 -0.35
C 0.56 2.89 0.32 0.42
C -1.41 1.00 -3.86 0.79
C -0.07 0.68 -4.06 -0.39
S -0.17 -1.83 -2.17 0.21
H 1.44 5.30 -2.57 0.41
H -2.36 2.19 2.12 0.59
C 1.53 -3.80 -1.08 0.53
H 0.10 3.48 -4.49 0.42
C -1.95 -2.04 -1.83 -1.25
C 0.31 -0.20 -5.06 -0.49
H -1.94 2.59 0.44 -0.74
H -4.16 0.29 -2.71 -0.12
C -4.06 3.31 -1.20 -0.72
H -1.99 6.63 -6.49 0.37
C 0.43 -3.49 -1.89 0.07
H -0.36 -1.52 -6.60 0.40
C 1.81 3.40 -1.65 -0.78
N -1.93 -0.11 -0.27 2.02
C 1.99 -5.13 -1.08 -0.81
C -4.12 -2.15 4.85 -0.72
C -1.85 1.85 1.22 0.29
H -4.07 0.72 2.19 0.41
H -3.16 -3.58 3.57 0.51
H -1.21 -7.41 0.56 0.40
H -3.06 -5.79 0.36 0.44
H 0.05 5.26 -6.19 0.41
H -7.17 2.25 -0.41 0.39
H -3.41 0.68 -4.59 0.56
H -2.11 -3.09 -1.61 0.82
O 2.99 0.39 2.71 -0.57
C 0.23 -4.76 2.11 -0.72
C -1.99 -0.51 -5.65 -0.73
H -4.24 -2.51 -0.60 0.48
C 0.60 -3.12 4.83 -0.17
H -4.99 -2.78 5.02 0.45
H -3.95 4.38 -3.44 0.33
C -1.97 5.84 -5.75 -0.49
C -4.48 1.16 -2.15 -0.32
H -6.42 0.33 -1.77 0.40
Bi 1.00 -0.68 0.52 0.70
C 2.19 -0.50 2.54 -0.01
H 1.16 -4.47 2.57 0.28
S 2.48 -2.72 -0.06 -0.55
H -5.28 -1.25 1.28 0.40
C 1.53 2.50 -0.61 0.49
C 2.90 -1.62 4.62 -0.76
C -1.92 -0.54 4.40 -0.74
H -3.98 6.18 -5.11 0.42
C -2.48 0.56 0.76 0.49
H -2.85 0.85 5.73 0.44
H 1.78 -7.12 -1.82 0.40
H -1.01 -4.24 -3.29 0.46
C -5.76 1.17 -1.61 -0.68
C 0.75 -2.25 3.75 0.36
H 1.46 -3.94 6.61 0.43
C -2.00 -1.80 3.79 0.51
H -2.80 -3.51 1.28 0.60
C 1.39 -6.11 -1.84 -0.63
C 0.08 -6.04 1.59 -0.61
C -1.10 -6.42 0.97 -0.74
C -4.04 -0.91 5.46 -0.62
```